# 1
Formula: C37H33BrF52N3O6S
Source: the OMol25 dataset
Level of theory: ωB97M-V/def2-TZVPD

## Properties
Net charge: +1
Max |F| in Eh/bohr: 0.02984
Highest occupied orbital energy in Ha: -0.45910
Relative energy (zero: lowest compared OMol25 entry of this formula, charge and spin) in kJ/mol: 0.0
Energy in Ha: -10210.45620
Frontier orbital gap in eV: 8.9

XYZ file:
```
133
Properties=species:S:1:pos:R:3:mulliken_charge:R:1
F 0.2569 -5.4865 1.1296 -0.302
C -0.3661 -5.3893 -0.0948 0.355
F 0.5345 -4.9799 -1.0194 -0.274
C -0.9045 -6.7708 -0.5220 0.420
F -1.3735 -7.3822 0.5208 -0.281
F -1.8757 -6.5920 -1.4184 -0.261
N 0.0998 -7.6388 -1.1314 0.943
N 0.4144 -8.7926 -0.4522 -0.877
C 1.3039 -9.3774 -1.2412 0.194
S 2.0911 -10.8926 -0.9966 -0.174
N 1.5234 -8.6088 -2.3435 -0.013
C 0.7793 -7.4873 -2.2685 0.714
C 0.8100 -6.4232 -3.3019 -1.206
C -0.5258 -5.9902 -3.9134 -0.723
C -1.4334 -7.1272 -4.3444 0.088
Br -0.5927 -8.2041 -5.7098 -0.141
H -1.1967 -4.6819 -0.0572 0.268
H 1.0676 -11.3453 -0.2691 0.195
H 2.1325 -8.8429 -3.1112 0.300
H 1.4238 -6.8288 -4.1095 0.543
H 1.3534 -5.5662 -2.8984 0.347
H -1.0726 -5.3140 -3.2540 0.301
H -0.2534 -5.4081 -4.7959 0.477
H -2.3603 -6.7490 -4.7668 0.522
H -1.6734 -7.8181 -3.5438 -0.493
C -0.1663 -2.0123 1.8853 -0.695
C -1.5933 -1.6498 1.4600 0.832
C -1.7520 -0.7330 0.2473 0.087
F -1.1992 0.4609 0.5315 -0.147
F -3.0600 -0.5639 -0.0148 -0.281
F -2.2982 -1.1724 2.4929 -0.250
F -2.1724 -2.8418 1.0678 -0.325
O 0.3959 -1.2908 2.9502 -0.406
C 1.1186 -0.1540 2.7522 0.612
C 0.4863 1.0619 3.4398 0.220
F -0.7716 1.2494 2.9901 -0.270
F 1.2229 2.1428 3.1224 -0.216
F 1.3320 0.0886 1.4470 -0.200
F 2.3161 -0.3276 3.3350 -0.316
H -0.2510 -3.0264 2.2744 0.351
H 0.5059 -2.0552 1.0251 0.434
H -1.2634 -1.1644 -0.6315 0.297
H 0.4719 0.9210 4.5216 0.249
C -3.5904 2.9383 6.1503 -0.632
C -3.7604 4.4429 5.9148 0.857
C -2.6511 5.1731 5.1516 0.125
F -1.4894 5.1009 5.8299 -0.214
F -3.0004 6.4687 5.0269 -0.277
F -4.0163 5.0783 7.0709 -0.271
F -4.8531 4.5573 5.1028 -0.324
O -3.1011 2.5412 7.4121 -0.382
C -1.7829 2.3898 7.6729 0.789
C -1.3133 3.3120 8.8052 0.156
F -1.5470 4.5932 8.4805 -0.217
F 0.0148 3.1347 8.9614 -0.255
F -1.0189 2.5450 6.5798 -0.242
F -1.5917 1.1278 8.1200 -0.313
H -4.6045 2.5441 6.1219 0.396
H -3.0315 2.4783 5.3342 0.274
H -2.5223 4.7381 4.1570 0.269
H -1.8337 3.0583 9.7298 0.272
C 0.7947 2.5354 -0.9284 -0.309
C 1.7482 1.8992 -1.9422 0.962
C 3.1972 2.3818 -1.9563 0.316
F 3.2569 3.6846 -2.2861 -0.194
F 3.8775 1.6686 -2.8830 -0.321
F 1.2277 1.9371 -3.1844 -0.314
F 1.8374 0.5794 -1.5661 -0.296
O -0.0664 3.5501 -1.3923 -0.394
C 0.2706 4.8609 -1.3665 0.663
C 0.2606 5.4702 -2.7751 0.240
F 1.1347 4.8367 -3.5725 -0.233
F 0.6241 6.7723 -2.6755 -0.309
F 1.4282 5.0901 -0.7367 -0.283
F -0.6970 5.5272 -0.7036 -0.291
H 0.1308 1.7222 -0.6562 -0.082
H 1.3237 2.8315 -0.0211 0.491
H 3.6572 2.2283 -0.9789 0.061
H -0.7454 5.4047 -3.1930 0.292
C -1.3502 9.3461 -1.4268 -0.809
C -2.2230 8.7896 -2.5563 0.999
C -1.6111 8.7253 -3.9582 0.354
F -1.3240 9.9591 -4.4063 -0.248
F -2.5124 8.1581 -4.7915 -0.281
F -3.4126 9.4135 -2.5995 -0.287
F -2.4375 7.4765 -2.2278 -0.291
O -1.5536 10.6939 -1.0746 -0.426
C -0.8562 11.7072 -1.6427 0.828
C -1.7845 12.7005 -2.3541 0.177
F -2.4966 12.0680 -3.3035 -0.221
F -1.0209 13.6449 -2.9382 -0.255
F 0.1082 11.2718 -2.4634 -0.288
F -0.2651 12.4052 -0.6488 -0.309
H -1.6616 8.7867 -0.5462 0.370
H -0.2975 9.1241 -1.6055 0.449
H -0.7021 8.1180 -3.9467 0.032
H -2.4572 13.1619 -1.6300 0.251
C -4.5460 -9.5519 -2.3793 -0.506
C -5.7046 -10.4882 -2.0156 0.712
C -5.7611 -11.0185 -0.5790 0.087
F -4.6519 -11.7401 -0.3140 -0.210
F -6.8381 -11.8112 -0.4606 -0.263
F -5.7648 -11.5075 -2.8874 -0.272
F -6.8279 -9.7287 -2.1429 -0.318
O -3.4452 -10.1451 -3.0482 -0.362
C -2.3892 -10.6756 -2.4115 0.693
C -2.2275 -12.1783 -2.6822 0.229
F -3.3130 -12.8349 -2.2698 -0.222
F -1.1554 -12.6032 -1.9695 -0.248
F -2.3695 -10.4094 -1.0976 -0.285
F -1.2602 -10.0918 -2.9346 -0.222
H -4.9657 -8.8708 -3.1169 0.443
H -4.2309 -8.9638 -1.5164 0.217
H -5.8361 -10.1920 0.1325 0.308
H -2.0583 -12.3507 -3.7461 0.286
C 6.5117 5.1811 0.4348 -0.855
C 5.6495 4.0638 1.0293 0.978
C 6.0971 3.4178 2.3429 0.002
F 7.2862 2.8110 2.1888 -0.230
F 5.1778 2.4853 2.6834 -0.228
F 5.4233 3.0966 0.1110 -0.278
F 4.4497 4.6425 1.3324 -0.301
O 7.4039 4.8114 -0.5882 -0.392
C 8.6769 4.4163 -0.3390 0.810
C 8.9324 2.9973 -0.8644 0.189
F 8.0726 2.1305 -0.2944 -0.220
F 10.1886 2.6423 -0.5337 -0.264
F 9.0041 4.5220 0.9542 -0.287
F 9.5018 5.2193 -1.0411 -0.304
H 5.7981 5.8410 -0.0559 0.459
H 7.0047 5.7505 1.2234 0.325
H 6.1602 4.1663 3.1362 0.313
H 8.8126 2.9783 -1.9484 0.267
```



# 2
Formula: C36H41GeN7O3RuSe
Source: the OMol25 dataset
Level of theory: ωB97M-V/def2-TZVPD

## Properties
Net charge: +1
Max |F| in Eh/bohr: 0.04522
Highest occupied orbital energy (spin up / spin down) in Ha: -0.36764 / -0.36636
Relative energy (zero: lowest compared OMol25 entry of this formula, charge and spin) in kJ/mol: 3.4
2S+1: 2
Energy in Ha: -6578.51276
Frontier orbital gap (spin up / spin down) in eV: 6.6 / 6.2
⟨S²⟩: 0.7551

XYZ file:
```
90
Properties=species:S:1:pos:R:3:mulliken_spin:R:1
Ru -0.4316 0.6018 0.9551 0.876
C 2.9188 0.7537 3.8929 -0.002
O 2.1595 0.8609 5.0818 0.003
C 0.8070 1.0256 5.0848 0.018
C 0.2849 1.3072 6.3421 -0.008
C -1.0631 1.5707 6.5224 0.010
C -1.9124 1.5321 5.4444 -0.004
C -1.4471 1.1960 4.1629 -0.016
C -2.4000 1.1425 3.1121 0.007
N -2.1896 0.8383 1.8653 0.010
N -3.2751 0.8458 1.0538 -0.001
C -2.9830 0.6552 -0.2028 0.019
O -1.7556 0.4263 -0.5949 -0.009
C -4.0435 0.7748 -1.2079 0.004
C -5.3752 0.9638 -0.8357 0.000
C -6.3376 1.1736 -1.8058 0.000
C -5.9853 1.1965 -3.1491 0.000
C -4.6616 1.0184 -3.5238 0.000
C -3.6940 0.8000 -2.5595 0.001
C -0.0515 0.9353 3.9564 0.021
O 0.4212 0.6169 2.7751 0.100
H 2.8116 -0.2371 3.4449 0.001
H 3.9544 0.8990 4.1958 0.001
H 2.6422 1.5179 3.1657 0.000
H 0.9816 1.3290 7.1682 0.000
H -1.4357 1.8147 7.5068 0.001
H -2.9635 1.7485 5.5838 0.000
H -3.4278 1.3951 3.3529 0.001
H -5.6299 0.9468 0.2139 0.000
H -7.3682 1.3335 -1.5198 0.000
H -6.7419 1.3574 -3.9048 0.000
H -4.3830 1.0624 -4.5680 0.000
H -2.6585 0.6579 -2.8377 0.000
C -3.1239 -4.1509 -0.9403 0.000
Ge -2.7728 -4.6525 0.9334 0.000
C -2.8138 -6.6162 1.1060 0.000
C -4.0630 -3.7441 2.1067 0.000
C -0.9700 -4.0214 1.5834 -0.001
Se -0.4692 -2.2037 1.0482 -0.007
C -0.0205 -2.5684 -0.8098 -0.001
H -4.1588 -4.4103 -1.1642 0.000
H -2.4877 -4.6908 -1.6402 0.000
H -3.0025 -3.0793 -1.0981 0.000
H -3.8054 -6.9669 0.8210 0.000
H -2.6170 -6.9423 2.1257 0.000
H -2.0868 -7.0854 0.4447 0.000
H -5.0813 -4.0121 1.8284 0.000
H -3.9542 -2.6632 2.0127 0.000
H -3.9081 -4.0187 3.1492 0.000
H -0.1566 -4.6833 1.2919 0.000
H -1.0126 -4.0000 2.6725 0.000
H -0.4647 -3.5178 -1.0922 0.000
H 1.0602 -2.6166 -0.9252 0.000
H -0.4207 -1.7631 -1.4199 0.002
C -1.0190 3.4128 -1.6048 -0.004
C -0.7515 3.7743 -0.1899 -0.003
N -0.3905 2.9577 0.7805 -0.014
C -0.2058 3.7189 1.9110 0.002
C -0.4582 5.0183 1.6150 -0.001
N -0.8032 5.0362 0.2842 0.000
H -1.4077 2.3985 -1.6467 0.006
H -0.0998 3.4566 -2.1919 0.000
H -1.7463 4.0901 -2.0486 0.000
H 0.0900 3.2852 2.8505 -0.001
H -0.4217 5.9032 2.2227 0.000
H -1.0652 5.8521 -0.2420 0.000
N 5.9374 0.0441 -2.3655 0.000
C 6.7280 0.0723 -3.4847 0.000
C 8.0945 -0.0769 -3.6815 0.000
C 8.5491 0.0042 -4.9816 0.000
C 7.6739 0.2273 -6.0571 0.000
C 6.3191 0.3762 -5.8667 0.000
C 5.8356 0.2967 -4.5574 0.000
N 4.5600 0.3995 -4.0809 0.000
C 4.6415 0.2507 -2.7789 -0.008
C 3.4958 0.3003 -1.9065 0.007
C 3.5566 0.1523 -0.5149 -0.012
C 2.4024 0.2155 0.2272 -0.020
N 1.1878 0.4213 -0.3065 0.014
C 1.1189 0.5508 -1.6454 -0.001
C 2.2199 0.4990 -2.4573 0.000
H 6.2560 -0.0893 -1.4225 0.000
H 8.7689 -0.2615 -2.8563 0.000
H 9.6047 -0.1164 -5.1809 0.000
H 8.0793 0.2662 -7.0588 0.000
H 5.6370 0.5417 -6.6886 0.000
H 4.4935 -0.0182 -0.0039 -0.001
H 2.4231 0.0974 1.3025 0.009
H 0.1251 0.6896 -2.0500 0.006
H 2.1333 0.5999 -3.5289 0.000
```